(P)
Computed, not measured: the molecule C2H2O2S2, with ωB97M-V with the def2-TZVPD basis set.

Geometry (Å):
C -0.43838 0.20251 -0.68221
C 0.83688 0.55005 -0.29432
O -2.50065 0.52927 -2.31632
O -0.30267 1.38282 -3.09003
S -1.03640 0.42260 -2.32432
S 1.72555 1.79132 -1.03131
H -1.02755 -0.52491 -0.01972
H 1.15267 0.12602 0.58359

Results
total charge: 0

And the Mulliken charges, in e, turn out to be:
1 C -0.268
2 C -0.205
3 O -0.481
4 O -0.411
5 S 0.873
6 S -0.155
7 H 0.297
8 H 0.351

---

(Q)
Computed, not measured: the molecule C2H2O2S2, with ωB97M-V with the def2-TZVPD basis set.

Geometry (Å):
C 0.57789 -0.44948 0.08880
C -0.60154 0.61067 0.13354
H 1.77425 1.26410 0.52950
H -1.65556 -1.46260 0.01750
O 0.33052 -1.66288 0.34169
O -0.47398 1.79281 0.23141
S 2.32893 0.08472 -0.20923
S -2.25575 -0.19773 -0.19489

Results
total charge: 0

And the Mulliken charges, in e, turn out to be:
1 C 0.373
2 C 0.556
3 H 0.199
4 H 0.228
5 O -0.521
6 O -0.436
7 S -0.173
8 S -0.226

---

Stability ranking, top entry: (Q); the second entry is 2.724 eV less favorable.

---

(P)
Computed, not measured: the ion C4H7N2S with charge +1, with ωB97M-V with the def2-TZVPD basis set.

Geometry (Å):
C 0.16644 -0.09475 0.11048
C -0.37800 -0.55683 -1.06703
C 0.61170 -1.12386 -2.02965
C -0.14066 1.03583 2.15418
N -1.75254 1.11775 0.58286
N -0.67383 0.63638 0.84772
S -1.86902 -0.15097 -1.69338
H 1.13422 -0.54458 0.44172
H 1.62750 -1.20716 -1.49628
H 0.43998 -2.21204 -2.34767
H 0.69594 -0.43761 -2.91861
H -0.84946 1.63765 2.71842
H 0.29034 0.21524 2.78661
H 0.69739 1.68496 1.91063

Results
total charge: +1

And the Mulliken charges, in e, turn out to be:
1 C -0.107
2 C 0.717
3 C -1.080
4 C -0.787
5 N -0.755
6 N 0.743
7 S 0.047
8 H 0.213
9 H 0.300
10 H 0.348
11 H 0.334
12 H 0.312
13 H 0.311
14 H 0.405

---

(Q)
Computed, not measured: a structure of composition C4H7N2S, with ωB97M-V with the def2-TZVPD basis set.

Geometry (Å):
C 1.67281 -0.70602 0.26215
C 2.23221 0.46590 0.37026
C 0.43434 -0.61539 -0.40936
C -2.33308 1.37056 0.44639
N 0.13549 0.58366 -0.80674
N -0.24660 -1.74227 -0.72470
S 1.27083 1.67396 -0.40881
H 1.89192 -1.65517 0.74578
H 3.04133 0.79645 1.02812
H -1.40708 1.52401 1.08045
H -2.91160 2.22162 -0.08116
H -2.87048 0.45210 0.12360
H 0.06414 -2.58189 -0.15388
H -0.97424 -1.78753 -1.47208

Results
total charge: +1

And the Mulliken charges, in e, turn out to be:
1 C -0.400
2 C -0.333
3 C 0.827
4 C -0.250
5 N -0.590
6 N -0.442
7 S 0.120
8 H 0.295
9 H 0.398
10 H 0.300
11 H 0.288
12 H 0.284
13 H 0.227
14 H 0.276

---

Stability ranking, top entry: (Q); the second entry is 0.364 eV less favorable.

---

(P)
Computed, not measured: the ion C4H7N2S with charge +1, with ωB97M-V with the def2-TZVPD basis set.

Geometry (Å):
C -2.15179 -1.23836 0.26269
C -1.73217 1.30822 -0.25135
C 1.93485 0.19222 0.63276
C 1.21028 -0.10031 -0.74680
N -0.95854 -1.25475 -0.07304
N -0.15282 -0.50829 -0.61552
S -2.93551 0.34771 0.21405
H -2.56374 -2.09441 0.67557
H -1.90287 2.36159 -0.26538
H 1.65615 -0.61049 1.36272
H 1.56594 1.16873 0.96729
H 2.95391 0.45480 0.53343
H 1.83669 -0.75120 -1.20035
H 1.23962 0.72455 -1.49607

Results
total charge: +1

And the Mulliken charges, in e, turn out to be:
1 C -0.133
2 C -0.185
3 C -0.991
4 C -0.329
5 N -0.076
6 N 0.072
7 S 0.140
8 H 0.473
9 H 0.348
10 H 0.303
11 H 0.282
12 H 0.388
13 H 0.385
14 H 0.321

---

(Q)
Computed, not measured: a cluster of 2 separate species, C4H7N2S in total, with ωB97M-V with the def2-TZVPD basis set.

Geometry (Å):
C 1.06008 -0.31833 -0.58430
C 0.86051 -1.58060 -0.77262
C -1.12134 0.27708 1.09389
C 1.49190 2.06735 -0.82183
N 1.41101 0.81206 -0.73243
N -1.80820 -0.83533 0.90646
S -0.37152 -2.60997 -0.29476
H 1.58716 -2.00476 -1.41388
H -0.50005 0.30256 2.03479
H -1.05139 0.99422 0.36118
H 2.27623 2.37127 -1.41792
H 0.85481 2.70522 -0.23339
H -2.09747 -1.37698 1.70210
H -2.59175 -0.80380 0.17272

Results
total charge: +1

And the Mulliken charges, in e, turn out to be:
1 C 0.526
2 C -0.514
3 C -0.616
4 C -0.181
5 N -0.108
6 N -0.210
7 S -0.191
8 H 0.334
9 H 0.315
10 H 0.502
11 H 0.280
12 H 0.230
13 H 0.305
14 H 0.328

---

Stability ranking, top entry: (Q); the second entry is 1.410 eV less favorable.

---

(P)
Computed, not measured: the molecule C6H5F, with ωB97M-V with the def2-TZVPD basis set.

Geometry (Å):
C 0.19854 1.32814 0.00663
C -1.08373 0.62113 -0.14759
C 1.46330 0.85360 0.12503
C 2.06164 -0.24389 -0.57511
C -1.33052 -0.56964 0.10964
C -1.52265 -1.85285 0.18217
F 3.01706 -0.90545 0.01302
H 0.02644 2.41172 0.05659
H -1.91284 1.29672 -0.43219
H 2.16951 1.69068 0.28841
H -1.21083 -2.32809 -0.65281
H -1.87592 -2.30207 1.02622

Results
total charge: 0

And the Mulliken charges, in e, turn out to be:
1 C -0.020
2 C -0.180
3 C -0.262
4 C -0.078
5 C -0.021
6 C -0.736
7 F -0.130
8 H 0.269
9 H 0.308
10 H 0.259
11 H 0.299
12 H 0.291

---

(Q)
Computed, not measured: the molecule C6H5F, with ωB97M-V with the def2-TZVPD basis set.

Geometry (Å):
C -1.19751 -0.64187 -0.08487
C -1.20888 0.80195 -0.20471
C -0.20794 1.61651 0.14569
C -0.05405 -1.41070 0.11263
C 1.26185 -0.88560 -0.03057
C 2.42952 -0.57954 -0.17613
H -2.18693 1.14289 -0.52320
H -0.37700 2.68174 0.11469
H 0.72043 1.18811 0.53572
H -0.25820 -2.47050 0.36471
H 3.50418 -0.29052 -0.22098
F -2.42547 -1.15246 -0.03297

Results
total charge: 0

And the Mulliken charges, in e, turn out to be:
1 C 0.567
2 C -0.146
3 C -0.661
4 C -0.660
5 C -0.605
6 C 0.359
7 H 0.308
8 H 0.258
9 H 0.165
10 H 0.328
11 H 0.368
12 F -0.281

---

Stability ranking, top entry: (Q); the second entry is 2.884 eV less favorable.

---

(P)
Computed, not measured: the molecule H2NO4P, with ωB97M-V with the def2-TZVPD basis set.

Geometry (Å):
N -2.34127 0.29962 -0.04898
O -3.32482 0.05445 0.60129
O -0.38861 0.84136 -1.02806
O 0.13993 0.28883 1.17845
O -0.41619 -1.72473 -0.27051
P -0.73489 -0.33662 -0.01221
H 0.68510 -0.40861 1.50220
H 0.45964 0.43412 -1.41242

Results
total charge: 0

And the Mulliken charges, in e, turn out to be:
1 N 0.115
2 O -0.291
3 O -0.442
4 O -0.445
5 O -0.555
6 P 0.928
7 H 0.337
8 H 0.353

---

(Q)
Computed, not measured: a structure of composition H2NO4P, with ωB97M-V with the def2-TZVPD basis set.

Geometry (Å):
N 0.24080 -0.10745 1.02323
O -0.17814 -1.25677 1.05749
O 1.16532 0.43056 1.58878
O -1.77358 -0.18676 -0.60561
O 1.07078 0.31032 -1.34744
P -0.78688 0.93159 -0.13485
H -1.37404 -0.97652 -0.77918
H 1.63572 0.85503 -0.80242

Results
total charge: 0

And the Mulliken charges, in e, turn out to be:
1 N 0.892
2 O -0.586
3 O -0.519
4 O -0.318
5 O -0.676
6 P 0.539
7 H 0.351
8 H 0.316

---

Stability ranking, top entry: (P); the second entry is 3.127 eV less favorable.

---

(P)
Computed, not measured: the ion H2N3O2S with charge -1, with ωB97M-V with the def2-TZVPD basis set.

Geometry (Å):
N 1.17576 0.16659 -0.29448
N -0.10799 0.60732 0.13030
N -0.87580 -0.39892 0.38512
O -0.25346 1.84155 0.24822
O -2.09729 -0.22659 0.80805
S -0.32639 -2.04565 0.17262
H 1.60566 0.89881 -0.84395
H 0.87952 -0.84311 -0.60589

Results
total charge: -1

And the Mulliken charges, in e, turn out to be:
1 N -0.470
2 N 0.655
3 N 0.389
4 O -0.775
5 O -0.731
6 S -0.535
7 H 0.206
8 H 0.261

---

(Q)
Computed, not measured: the ion H2N3O2S with charge -1, with ωB97M-V with the def2-TZVPD basis set.

Geometry (Å):
N 0.21920 0.45224 -0.13940
N -0.11456 0.98116 1.05779
N -0.46251 0.07582 2.17764
O -0.49914 2.15817 1.09551
O -0.96292 0.59136 3.24484
S 0.01969 -1.46461 2.04950
H -0.64545 0.10166 -0.55210
H 0.76424 -0.30918 0.18480

Results
total charge: -1

And the Mulliken charges, in e, turn out to be:
1 N -0.530
2 N 0.486
3 N 0.401
4 O -0.690
5 O -0.643
6 S -0.554
7 H 0.253
8 H 0.276

---

Stability ranking, top entry: (P); the second entry is 0.154 eV less favorable.

---

(P)
Computed, not measured: a cluster of 2 separate species, H2N3O2S in total, with ωB97M-V with the def2-TZVPD basis set.

Geometry (Å):
N 0.82717 -0.52145 0.82392
N 0.98619 0.50673 -0.15296
N -1.12028 0.17931 -0.92316
O 1.19026 1.58023 0.44583
O -1.52424 1.16102 -1.56943
S -1.69583 -1.33488 -0.81785
H 0.39848 -1.35303 0.40763
H 0.93825 -0.21793 1.78602

Results
total charge: -1

And the Mulliken charges, in e, turn out to be:
1 N -0.305
2 N 0.179
3 N 0.175
4 O -0.508
5 O -0.525
6 S -0.490
7 H 0.251
8 H 0.223

---

(Q)
Computed, not measured: a cluster of 3 separate species, H2N3O2S in total, with ωB97M-V with the def2-TZVPD basis set.

Geometry (Å):
N -2.33563 -0.29863 0.01193
N 0.77719 -0.03755 0.07546
N 1.75581 0.53077 0.51479
O 3.25032 -0.85594 -0.03808
O -1.67512 0.79512 0.03535
S -3.92112 -0.31608 0.06683
H -0.24104 0.40215 0.08012
H 0.88002 -0.96162 -0.35975

Results
total charge: -1

And the Mulliken charges, in e, turn out to be:
1 N -0.021
2 N 0.237
3 N -0.432
4 O -0.600
5 O -0.520
6 S -0.388
7 H 0.436
8 H 0.287

---

Stability ranking, top entry: (P); the second entry is 3.115 eV less favorable.

---

(P)
Computed, not measured: a cluster of 2 separate species, C3H10NOS in total, with ωB97M-V with the def2-TZVPD basis set.

Geometry (Å):
C 0.57973 -1.23914 -0.53564
C 0.61581 0.36242 -0.56337
C -0.36159 1.06697 0.36711
S -0.18937 0.55962 2.12245
N 1.99716 0.90941 -0.38055
H -0.39132 -1.69178 -0.86873
H 0.83870 -1.51936 0.55009
H 1.41973 -1.58172 -1.23246
H 0.21787 0.76239 -1.62476
H -0.17379 2.16726 0.25984
H -1.29246 0.88134 -0.18172
H 1.77955 1.76654 0.15296
H 2.50164 0.49453 0.43829
H -2.39543 -1.05301 -0.32094
H -2.28055 -0.81064 1.28831
O -2.86568 -1.07482 0.52914

Results
total charge: -1

And the Mulliken charges, in e, turn out to be:
1 C -1.103
2 C 0.396
3 C -1.181
4 S -0.578
5 N -0.791
6 H 0.274
7 H 0.231
8 H 0.336
9 H 0.155
10 H 0.390
11 H 0.348
12 H 0.301
13 H 0.300
14 H 0.263
15 H 0.299
16 O -0.641

---

(Q)
Computed, not measured: a cluster of 2 separate species, C3H10NOS in total, with ωB97M-V with the def2-TZVPD basis set.

Geometry (Å):
C -1.94034 -1.53407 1.07248
C -0.66331 -1.66505 0.24351
S -0.98212 -2.05328 -1.49243
H -2.37124 -2.50593 1.33955
H -2.69370 -1.01218 0.48527
H -1.79666 -0.96459 1.98807
H -0.16416 -0.69748 0.31210
H 0.02950 -2.40408 0.64859
H -0.54664 -0.92084 -2.04034
N 2.40624 2.48822 -0.38074
C 1.21996 1.56325 -0.56771
O 0.47870 1.43230 0.52526
H 1.97561 3.41117 -0.38329
H 2.62037 2.30149 0.59686
H 0.69743 1.95339 -1.47913
H 1.73036 0.60770 -0.86805

Results
total charge: -1

And the Mulliken charges, in e, turn out to be:
1 C -1.105
2 C 0.244
3 S -0.301
4 H 0.326
5 H 0.299
6 H 0.309
7 H -0.163
8 H 0.275
9 H 0.127
10 N -0.764
11 C -0.234
12 O -0.892
13 H 0.269
14 H 0.319
15 H 0.149
16 H 0.142

---

Stability ranking, top entry: (P); the second entry is 0.701 eV less favorable.